Entry 1:
# C32H30BaN6O2PS2Se2Te2

A structure of composition C32H30BaN6O2PS2Se2Te2 (the ωB97M-V functional and the def2-TZVPD basis, the Open Molecules 2025 dataset).

Output
* E_LUMO: 2.06 eV
* gap between HOMO and LUMO: 5.42 eV
* 2S+1: 1
* net charge: -1

CARTESIAN COORDINATES (ANGSTROEM)
Ba -0.289345 2.944798 -1.858363
C -0.772274 -4.562616 -0.660359
N 0.357004 -4.199974 -1.476927
C 1.211188 -5.065360 -2.125833
C 2.124216 -4.326386 -2.770534
N 1.844395 -2.985842 -2.521699
C 0.729300 -2.896540 -1.697780
S -0.070740 -1.601086 -1.054604
C 2.624779 -1.910217 -3.020914
C 3.563543 -2.125502 -4.028340
C 4.307134 -1.035830 -4.454359
C 4.095939 0.205452 -3.881286
C 3.119090 0.305989 -2.902663
N 2.413654 -0.730412 -2.478776
H -0.818946 -5.647834 -0.588983
H -1.692049 -4.178076 -1.102557
H -0.663421 -4.125938 0.333652
H 1.101724 -6.133904 -2.069624
H 2.954175 -4.641864 -3.372164
H 3.704500 -3.094924 -4.483751
H 5.039886 -1.164414 -5.240818
H 4.645600 1.080528 -4.196036
H 2.885629 1.247138 -2.420023
Se 1.961602 5.461730 -1.598940
Te 2.343063 6.106041 -3.987156
Te 3.089428 3.715166 -4.994537
Se 0.937648 2.435105 -4.917258
O -2.385739 3.821176 -1.148084
C -2.003494 3.574759 0.016690
O -0.805644 3.429955 0.372002
C -3.050159 3.269448 1.060200
C -3.833106 4.214964 1.704914
C -4.779878 3.802621 2.628079
C -4.962361 2.449395 2.887081
C -4.178623 1.507989 2.241619
C -3.203699 1.910320 1.332477
P -2.105199 0.711003 0.451111
C -3.445041 -0.395141 -0.157206
C -3.446931 -1.786535 -0.135041
C -4.472550 -2.501585 -0.739438
C -5.498028 -1.844123 -1.398299
C -5.485420 -0.457245 -1.464867
C -4.469068 0.255972 -0.854586
C -1.377033 -0.015671 1.973737
C -1.729281 -1.201358 2.608055
C -1.060552 -1.610547 3.754068
C -0.039837 -0.838499 4.286249
C 0.300616 0.360041 3.672974
C -0.359243 0.766587 2.526425
H -3.700751 5.267633 1.486388
H -5.378355 4.539760 3.148912
H -5.722009 2.127316 3.588625
H -4.317541 0.451095 2.439066
H -2.629273 -2.311312 0.334427
H -4.462592 -3.585263 -0.708024
H -6.294833 -2.405338 -1.870084
H -6.263762 0.069305 -2.003046
H -4.458107 1.338613 -0.921990
H -2.536750 -1.811271 2.226024
H -1.340107 -2.539157 4.237821
H 0.483356 -1.165703 5.176375
H 1.088767 0.977652 4.086857
H -0.098258 1.700561 2.045339
C 5.829900 -0.494435 2.056167
C 4.320707 -0.741368 1.994538
C 3.549179 0.468015 1.582384
N 2.663271 0.501920 0.661250
N 2.074258 1.711450 0.477282
C 2.505637 2.628400 1.290533
N 2.005020 3.878241 1.397108
S 3.756798 2.032425 2.382545
H 6.349494 -1.367081 2.452705
H 6.057255 0.358394 2.697082
H 6.220103 -0.276333 1.061743
H 3.958225 -1.071701 2.972613
H 4.082756 -1.524923 1.275113
H 1.289142 4.112371 0.722475
H 2.612018 4.631983 1.662248

Atomic forces in eV per Å
Ba 3.2 -1.3 -3.2
C -0.1 0.0 0.1
N 0.2 0.1 -0.1
C 0.0 -0.1 0.0
C 0.1 0.0 0.0
N -0.3 -0.2 0.3
C 0.1 -0.1 -0.1
S -0.2 0.1 0.0
C 0.2 0.4 -0.2
C -0.1 -0.1 0.0
C 0.0 0.0 0.1
C 0.0 0.0 0.0
C 0.1 0.1 0.0
N -0.1 -0.3 0.1
H 0.0 0.0 0.0
H 0.0 0.0 0.0
H 0.0 0.0 0.0
H 0.0 0.0 0.0
H 0.0 0.0 0.0
H 0.0 0.0 0.0
H 0.0 0.0 0.0
H 0.0 0.0 0.0
H 0.1 0.1 -0.1
Se -0.2 -0.1 0.2
Te 0.0 -0.1 0.0
Te -0.1 0.1 0.0
Se -0.1 -0.1 -0.1
O -1.1 0.6 0.2
C -1.2 0.5 1.6
O -0.2 0.8 1.5
C 0.2 -0.5 -0.2
C 0.0 0.1 -0.1
C 0.0 0.0 0.0
C 0.0 -0.1 0.0
C 0.1 0.0 0.0
C -0.1 0.2 0.0
P -0.5 -0.4 0.3
C 0.0 0.0 -0.1
C 0.0 0.1 0.0
C 0.0 -0.1 0.0
C 0.0 0.0 0.0
C 0.0 0.0 0.0
C 0.1 0.0 0.1
C 0.2 0.0 -0.1
C -0.1 0.0 0.0
C 0.0 0.0 0.1
C 0.0 0.0 0.0
C 0.1 0.0 0.1
C -0.1 -0.1 -0.1
H 0.0 0.0 0.0
H 0.0 0.0 0.0
H 0.0 0.0 0.0
H 0.0 0.0 0.0
H 0.0 -0.1 -0.1
H 0.0 0.0 0.0
H 0.0 0.0 0.0
H 0.0 0.0 0.0
H -0.1 0.0 0.0
H 0.0 0.0 0.1
H 0.0 0.0 0.0
H 0.0 0.0 0.0
H 0.0 0.0 0.0
H 0.1 0.0 0.0
C -0.1 0.0 -0.1
C 0.1 0.0 0.0
C 0.0 0.5 0.2
N 0.1 -0.4 -0.1
N -0.5 0.5 -0.3
C 0.6 -0.4 0.4
N -0.3 -0.1 0.1
S -0.3 -0.1 -0.4
H 0.0 0.0 0.0
H 0.1 0.0 0.0
H 0.0 0.0 0.0
H 0.0 0.0 0.0
H 0.0 0.0 0.0
H 0.0 0.1 0.0
H 0.1 0.0 -0.1

=====

Entry 2:
# C32H30F3N7O2ReS2SeTe

A structure of composition C32H30F3N7O2ReS2SeTe (the ωB97M-V functional and the def2-TZVPD basis, the Open Molecules 2025 dataset).

Output
* <S²>: 3.77
* E_LUMO (spin up / spin down): -5.55 / -7.21 eV
* gap between HOMO and LUMO (spin up / spin down): 5.80 / 4.13 eV
* 2S+1: 4
* net charge: +2

CARTESIAN COORDINATES (ANGSTROEM)
Re -0.987968 -0.897712 0.193746
O -2.568981 0.063293 -0.414542
N -2.372649 1.101836 -1.379437
C -3.549173 1.667877 -1.856680
C -3.409722 2.561015 -2.891387
C -2.177822 2.813715 -3.493302
C -1.093505 2.175563 -3.016794
C -1.201633 1.244092 -1.946768
S 0.137742 0.306320 -1.454019
H -4.433068 1.381658 -1.366116
H -4.328090 3.043972 -3.336069
H -2.131047 3.472261 -4.324642
H -0.109684 2.279277 -3.499601
F 2.473284 -1.703994 5.362412
C 2.035476 -0.940756 4.378513
F 2.882836 0.088449 4.139533
F 0.870354 -0.357527 4.752569
C 1.730529 -1.780014 3.129134
C 2.461388 -2.958453 2.867929
C 2.155635 -3.688953 1.702553
C 1.191920 -3.201320 0.863301
N 0.505256 -2.083858 1.097218
C 0.739158 -1.323670 2.223442
S -0.065574 0.283854 2.102136
H 3.142917 -3.300818 3.631373
H 2.662629 -4.581280 1.429107
H 0.885739 -3.696944 -0.042254
C -3.878096 -4.614424 -1.100587
N -3.532489 -3.890069 0.186945
C -4.095098 -4.297485 1.370669
C -3.850226 -3.576309 2.487559
C -2.977695 -2.431883 2.421794
N -2.414612 -2.184690 1.243618
C -2.643949 -2.910478 0.107553
O -1.957564 -2.590839 -0.860240
N -2.681179 -1.698814 3.472129
H -3.710483 -5.708174 -0.934919
H -3.204876 -4.292285 -1.905921
H -4.920055 -4.473965 -1.434173
H -4.788972 -5.131128 1.323766
H -4.360291 -3.887104 3.413845
H -3.122880 -1.939208 4.375881
H -2.009771 -0.939945 3.469799
C 1.296139 4.055239 2.926723
N 0.346954 5.103895 2.850424
C -0.468060 5.231075 1.772916
Se -0.671687 3.987914 0.423659
N -1.294731 6.261111 2.040489
C -1.023687 6.818838 3.259607
C -1.702565 7.791292 3.944479
C -1.261146 8.090747 5.222692
C -0.197874 7.337297 5.801962
C 0.409805 6.351134 5.095196
C 0.010141 6.081409 3.808892
H 1.857705 4.018565 1.975532
H 0.797815 3.110213 3.145412
H 1.971510 4.288770 3.744782
H -1.920458 6.659632 1.399185
H -2.453206 8.274562 3.392610
H -1.729554 8.864538 5.830763
H 0.117678 7.629756 6.797928
H 1.187723 5.839489 5.602004
C 2.240315 -4.572011 -4.872138
Te 1.329005 -3.172997 -3.538280
C 2.727787 -1.665470 -4.250585
C 3.594585 -2.477553 -5.244559
C 4.664606 -1.800219 -5.951104
C 5.482601 -2.452823 -6.846633
C 5.226385 -3.788483 -7.125954
C 4.166198 -4.438409 -6.512622
C 3.316688 -3.791717 -5.587726
H 1.468070 -4.846951 -5.602361
H 2.531024 -5.463183 -4.404498
H 3.399446 -1.294036 -3.509200
H 2.196147 -0.868622 -4.763071
H 4.926543 -0.760998 -5.754117
H 6.334893 -1.965242 -7.211976
H 5.842954 -4.341729 -7.733568
H 3.982516 -5.496097 -6.615974

Atomic forces in eV per Å
Re 0.2 -0.3 0.9
O 0.2 2.2 -1.4
N -2.8 -1.6 0.8
C 2.6 0.8 -0.6
C -2.4 0.2 -0.3
C -0.6 -0.2 0.6
C 1.7 -0.8 0.2
C 0.7 1.1 -1.1
S 0.5 -0.4 0.2
H -0.9 -0.3 0.5
H 1.1 -0.7 0.8
H 0.2 0.5 -0.5
H -0.5 0.0 0.4
F 0.3 0.2 0.2
C -0.8 0.5 -1.1
F -0.2 -1.0 0.2
F 0.2 -0.2 0.5
C 0.1 0.3 -0.2
C -1.6 0.5 -0.4
C 0.3 0.9 0.9
C -0.6 -0.2 -0.5
N 0.1 1.5 1.4
C 1.5 -0.4 -0.5
S -0.2 -1.5 -0.6
H 0.3 -0.1 -0.2
H 0.4 -0.6 0.0
H 0.3 -0.3 -0.3
C 0.3 -1.1 0.2
N -1.2 -2.0 -2.6
C 0.2 1.4 0.1
C -0.8 -0.6 0.9
C -0.1 -0.9 -0.3
N 0.7 0.8 -0.5
C -0.6 0.1 2.9
O 0.9 0.5 -1.6
N -0.7 -0.3 1.5
H -0.1 0.9 -0.1
H -0.2 0.0 0.5
H 0.4 0.3 0.6
H 0.2 0.1 0.0
H 0.5 0.4 -0.5
H 0.5 0.3 -0.9
H 0.0 0.0 -0.3
C 1.1 -0.3 0.2
N -0.9 1.1 -0.5
C -0.5 -0.5 0.6
Se 0.1 0.1 -0.2
N 0.7 -0.1 -0.2
C 0.4 -0.7 0.4
C 0.9 0.2 0.6
C 0.3 -0.4 0.5
C -1.6 1.9 -0.2
C 0.9 -0.6 0.4
C -0.2 -0.4 -0.6
H -0.3 -0.3 0.6
H 0.1 -0.1 -0.2
H 0.2 -0.1 0.0
H -0.9 0.2 -1.0
H -1.2 0.9 -0.1
H 0.1 -0.2 -0.3
H 0.1 -0.3 -0.1
H 0.7 -0.7 0.1
C -1.1 1.5 -1.5
Te 0.1 0.5 0.3
C 0.3 -1.7 -1.2
C 0.5 1.6 -1.3
C -0.8 -0.3 1.0
C -1.3 -0.8 0.9
C -1.6 0.3 1.4
C -0.4 0.4 0.6
C 1.1 0.0 0.3
H 0.1 0.1 0.2
H 0.8 -1.0 0.9
H 0.0 0.4 0.8
H 0.0 0.0 0.1
H -0.4 -0.1 0.3
H 0.9 0.6 -0.7
H 1.4 -1.1 -1.4
H 0.2 -0.2 -0.5

=====

Let's list DFT total energy in order: -8218.790635; -5614.424623 hartree.
Let's list max |F| in order: 0.0905; 0.0681 hartree/bohr.
Let's list relative energy (zero: lowest compared OMol25 entry of this formula, charge and spin) in order: 54.90; 47.56 kcal/mol.